A structure of composition C37H24Cl5F3NO4OsP2STe. Source: the OMol25 dataset; level of theory: wB97M-V/def2-TZVPD.

Structure (XYZ):
```
79
Properties=species:S:1:pos:R:3:forces:R:3:mulliken_spin:R:1
Os 0.401 -0.370 0.242 0.0683 -0.2566 0.0967 2.3083
Te 4.178 -3.624 1.099 0.0902 0.0723 -0.0211 0.4205
C 5.710 -2.719 -0.038 0.0204 -0.0106 0.0123 -0.0429
C 5.827 -2.976 -1.395 -0.0326 -0.0052 -0.0041 -0.0013
C 6.868 -2.366 -2.085 -0.0140 -0.0207 0.0209 0.0093
N 7.754 -1.561 -1.512 0.0181 0.0134 0.0010 0.0009
C 7.635 -1.334 -0.207 -0.0133 -0.0073 -0.0373 0.0063
C 6.634 -1.889 0.579 -0.0296 -0.0432 0.0658 0.0123
C 2.700 -2.333 0.634 0.0443 -0.1971 -0.0390 0.4933
P 2.610 -0.931 -0.447 0.1735 0.2301 -0.2347 -0.0211
C 4.033 0.151 -0.257 -0.0728 0.0063 0.0950 0.0164
C 4.885 0.490 -1.302 0.0009 -0.0056 -0.0484 -0.0044
C 5.936 1.365 -1.070 0.0074 0.0070 0.0139 0.0001
C 6.131 1.901 0.195 -0.0183 -0.0092 0.0027 0.0007
C 5.280 1.562 1.240 0.0047 0.0085 -0.0105 0.0025
C 4.230 0.690 1.015 0.0039 0.0194 0.0139 -0.0038
C 2.471 -1.468 -2.166 0.0050 0.0262 -0.0062 -0.0040
C 2.485 -2.814 -2.523 0.0227 0.0148 -0.0003 0.0615
C 2.296 -3.176 -3.849 0.0000 -0.0017 -0.0052 -0.0045
C 2.087 -2.201 -4.814 -0.0018 -0.0207 0.0094 0.0080
C 2.054 -0.859 -4.458 -0.0009 0.0169 0.0093 -0.0104
C 2.236 -0.490 -3.135 -0.0082 -0.0202 -0.0292 0.0257
P 0.973 -2.515 1.022 -0.2257 0.2084 -0.0514 0.2239
C 0.733 -2.799 2.776 -0.0866 -0.0385 -0.0561 0.0172
C -0.484 -3.334 3.199 0.0099 -0.0020 0.0279 -0.0048
C -0.727 -3.490 4.553 0.0144 0.0081 0.0153 0.0014
C 0.239 -3.114 5.479 -0.0160 -0.0088 0.0051 -0.0046
C 1.444 -2.571 5.057 0.0143 0.0109 -0.0066 -0.0007
C 1.692 -2.403 3.704 -0.0236 0.0254 0.0114 0.0393
C 0.272 -3.923 0.146 0.0664 -0.0355 0.0964 -0.0490
C -0.484 -3.745 -1.006 -0.0204 0.0008 -0.0013 -0.0048
C -0.926 -4.855 -1.713 -0.0158 0.0392 -0.0162 0.0094
C -0.608 -6.131 -1.273 0.0222 -0.0178 0.0314 0.0043
C 0.143 -6.310 -0.116 -0.0255 0.0021 -0.0315 -0.0016
C 0.580 -5.209 0.599 -0.0313 -0.0052 -0.0363 0.0129
H 5.138 -3.625 -1.918 0.0174 -0.0105 -0.0066 -0.0127
H 6.990 -2.544 -3.148 0.0062 0.0095 -0.0013 -0.0003
H 8.370 -0.672 0.236 0.0022 -0.0102 0.0058 -0.0002
H 6.586 -1.664 1.636 0.0036 0.0055 -0.0176 -0.0006
H 4.744 0.070 -2.290 -0.0169 -0.0064 0.0007 0.0025
H 6.606 1.623 -1.880 0.0013 -0.0039 0.0017 -0.0001
H 6.947 2.591 0.367 -0.0017 0.0017 -0.0014 0.0000
H 5.418 1.993 2.222 0.0036 0.0025 -0.0022 0.0000
H 3.556 0.440 1.828 0.0093 -0.0063 -0.0021 -0.0074
H 2.627 -3.582 -1.770 -0.0146 0.0410 -0.0105 0.0149
H 2.306 -4.223 -4.124 -0.0001 0.0048 -0.0075 -0.0007
H 1.940 -2.488 -5.847 0.0002 -0.0002 0.0015 0.0003
H 1.880 -0.100 -5.209 -0.0002 -0.0010 0.0002 0.0000
H 2.199 0.559 -2.858 0.0046 0.0006 0.0136 -0.0023
H -1.237 -3.621 2.475 0.0027 -0.0005 0.0015 0.0025
H -1.669 -3.903 4.887 -0.0002 -0.0013 -0.0038 -0.0001
H 0.046 -3.240 6.536 0.0008 -0.0005 -0.0027 -0.0003
H 2.187 -2.269 5.783 -0.0005 0.0011 -0.0030 0.0000
H 2.617 -1.948 3.374 0.0090 -0.0004 0.0127 0.0109
H -0.737 -2.747 -1.341 0.0014 -0.0005 -0.0191 0.0133
H -1.524 -4.721 -2.605 0.0011 0.0020 0.0025 0.0005
H -0.954 -6.994 -1.827 -0.0030 0.0027 0.0012 0.0000
H 0.376 -7.307 0.233 0.0007 0.0033 0.0007 0.0000
H 1.138 -5.350 1.518 0.0120 0.0062 -0.0075 0.0055
Cl -6.580 1.822 -1.152 -0.0279 0.0141 -0.0065 0.0031
C -5.093 1.083 -0.728 0.0487 -0.0445 0.0333 0.0198
C -3.904 1.531 -1.301 -0.0269 -0.0781 0.0594 -0.0083
Cl -3.913 2.818 -2.431 0.0142 0.0343 -0.0321 -0.0003
C -2.705 0.925 -0.949 0.0358 -0.0243 0.0689 -0.0141
Cl -1.204 1.461 -1.628 -0.0766 -0.1733 0.0421 0.0324
C -2.664 -0.120 -0.023 0.0482 0.0691 -0.1981 0.0656
O -1.527 -0.719 0.311 0.0663 0.0890 0.1114 0.1695
C -3.862 -0.568 0.536 -0.0361 0.0551 -0.0324 0.0193
Cl -3.796 -1.868 1.656 0.0102 -0.0310 0.0353 0.0028
C -5.068 0.030 0.192 0.0203 0.0721 -0.0674 -0.0110
Cl -6.527 -0.528 0.894 -0.0135 -0.0113 0.0129 -0.0009
F -0.778 2.775 3.656 0.0038 0.0072 -0.0218 0.0007
C -0.625 2.702 2.343 0.0509 -0.0469 0.0915 0.0031
F -1.632 1.993 1.825 -0.0214 0.0039 -0.0234 0.0000
F -0.632 3.916 1.818 -0.0037 0.0030 0.0011 0.0005
S 0.971 1.868 1.947 -0.0410 0.1681 -0.0078 -0.0015
O 0.796 0.472 2.400 -0.0370 0.0168 0.2068 0.1200
O 1.997 2.635 2.557 0.0162 -0.0128 0.0192 0.0145
O 0.970 1.814 0.460 -0.0197 -0.1536 -0.1425 0.0425
```
Positions in Å, forces in eV/Å.

## Properties
DFT total energy, Eh: -5819.95919
Charge: +1
Energy relative to the best compared isomer or geometry (same formula, charge and spin), kJ/mol: 0.0
Orbital gap (spin up / spin down), eV: 7.53 / 5.43
HOMO level (spin up / spin down), eV: -10.70 / -10.84
Spin multiplicity: 5